[1]
Entry from the Open Molecules 2025 dataset: an isolated molecule of C5H6O (ωB97M-V with the def2-TZVPD basis set).

Kohn-Sham gap (Ha): 0.3779
Strongest force on any atom (eV/Å): 0.4
Total energy (Eh): -269.3462
SMILES: O=C1C=CCC1
E_LUMO (eV): 0.77
M (g/mol): 82.102

Geometry as XYZ:
```
12
C5H6O | the Open Molecules 2025 dataset | ωB97M-V with the def2-TZVPD basis set
O 2.446 -0.656 -0.043
C 0.048 -1.147 -0.001
C 0.841 1.147 -0.018
C -0.493 1.192 0.008
C -1.139 -0.173 0.023
C 1.300 -0.265 -0.024
H -1.806 -0.296 -0.839
H 0.050 -1.798 -0.880
H 1.526 1.986 -0.033
H -1.087 2.102 0.018
H 0.083 -1.800 0.877
H -1.769 -0.293 0.912
```

***

[2]
Entry from the Open Molecules 2025 dataset: a structure of composition C40H33Ge2I2N3O8Pt (ωB97M-V with the def2-TZVPD basis set).

Kohn-Sham gap (alpha / beta) (Ha): 0.1385 / 0.2380
<S²>: 6.07
Strongest force on any atom (eV/Å): 0.9
Total energy (Eh): -7178.6521
Net charge: -2
E_LUMO (alpha / beta) (eV): 3.24 / 2.79
Multiplicity: 5
M (g/mol): 1277.823

Geometry as XYZ:
```
89
C40H33Ge2I2N3O8Pt | the Open Molecules 2025 dataset | ωB97M-V with the def2-TZVPD basis set
Pt -0.418 -0.270 -0.194
I 4.391 -4.012 3.972
I 0.785 0.575 5.136
Ge 0.461 -4.369 -2.978
Ge -2.336 1.981 1.377
O 5.875 1.231 -4.717
O 4.568 2.264 -0.141
O -0.030 -0.878 -4.493
O 2.865 1.166 0.643
O -0.597 -0.622 -2.375
O 0.088 0.019 2.084
O 4.386 0.328 -6.095
O -4.215 -0.428 -1.048
N 4.720 0.758 -4.950
N 3.594 1.526 -0.279
N 1.002 -1.763 0.308
C -3.307 1.799 5.492
C -3.291 0.028 -0.490
C 3.800 0.712 -3.919
C -6.194 3.551 0.606
C 0.054 3.380 2.369
C 3.222 1.106 -1.640
C -0.185 3.322 -0.013
C -3.379 0.437 5.747
C 0.218 -0.482 -3.357
C 1.491 -0.836 3.778
C 2.936 -2.687 3.246
C 1.583 0.150 -3.093
C 0.798 -6.289 -2.670
C -3.602 4.525 0.580
C 2.437 -1.751 4.166
C -2.727 1.348 3.186
C 3.023 -3.615 0.909
C -3.819 3.192 0.916
C -2.265 0.523 0.134
C -2.797 -0.015 3.460
C -0.680 3.002 1.249
C -5.131 2.720 0.925
C -4.662 5.365 0.264
C 1.935 0.631 -1.830
C 2.506 0.189 -4.124
C -3.127 -0.469 4.728
C 1.974 -3.619 -3.964
C 1.741 4.367 0.970
C 4.167 1.172 -2.637
C -2.992 2.247 4.216
C 1.411 -2.686 -0.740
C 0.963 -0.804 2.462
C 1.016 4.002 -0.156
C -5.961 4.879 0.276
C 2.507 -2.729 1.939
C 0.202 -3.492 -1.228
C 2.539 -3.575 -0.330
C 1.258 4.055 2.232
C 1.494 -1.800 1.529
C -1.178 -4.154 -4.016
H -1.117 -4.705 -4.955
H -3.623 0.083 6.741
H 5.165 1.540 -2.465
H 1.018 -6.796 -3.610
H 2.956 -4.214 -1.099
H 1.837 4.308 3.111
H -5.329 1.685 1.182
H 2.897 -3.631 -3.385
H 1.641 -6.436 -1.996
H -0.077 -6.763 -2.224
H -0.291 3.102 3.359
H -4.472 6.399 0.002
H 1.208 0.699 -1.020
H -7.205 3.162 0.612
H -0.634 -2.801 -1.352
H -2.575 -0.724 2.671
H 2.240 -0.188 -5.098
H 2.810 -1.748 5.181
H 2.698 4.861 0.860
H 3.834 -4.284 1.163
H -1.312 -3.094 -4.233
H 1.403 4.214 -1.145
H -0.071 -4.234 -0.472
H 1.764 -2.595 -4.266
H 2.139 -4.208 -4.868
H -0.723 3.006 -0.902
H -2.040 -4.517 -3.454
H -2.590 4.913 0.561
H -2.958 3.315 4.023
H 1.746 -2.059 -1.578
H -3.170 -1.533 4.925
H -3.499 2.512 6.284
H -6.789 5.530 0.025
```

***

[3]
Entry from the Open Molecules 2025 dataset: a cluster of 3 separate species, C4H15NO2 in total in a non-equilibrium geometry (ωB97M-V with the def2-TZVPD basis set).

Kohn-Sham gap (alpha / beta) (Ha): 0.3997 / 0.2148
<S²>: 0.75
Strongest force on any atom (eV/Å): 2.2
Total energy (Eh): -366.2941
Net charge: +1
E_LUMO (alpha / beta) (eV): -3.56 / -8.59
Multiplicity: 2
M (g/mol): 109.169

Geometry as XYZ:
```
22
C4H15NO2 | the Open Molecules 2025 dataset | ωB97M-V with the def2-TZVPD basis set
O 0.812 3.048 -1.010
O 2.528 0.649 -1.917
N -1.531 0.110 -0.996
C 0.555 -0.352 2.135
C -1.866 -0.769 0.006
C 0.587 -1.081 0.793
C -0.708 -1.748 0.391
H 0.061 -0.924 2.913
H 2.406 -0.265 -2.205
H -0.625 -2.462 -0.428
H 0.067 0.625 2.075
H -2.309 0.632 -1.404
H -1.094 -2.342 1.205
H 1.648 1.042 -1.961
H -2.047 -0.280 0.990
H -2.798 -1.272 -0.225
H 1.290 3.640 -1.602
H 0.882 -0.268 0.109
H -0.693 0.692 -0.885
H 1.576 -0.180 2.466
H 1.359 -1.837 0.636
H -0.103 3.343 -1.086
```

***

[4]
Entry from the Open Molecules 2025 dataset: a structure of composition C29H39ClFeN5O6PS3 in a non-equilibrium geometry (ωB97M-V with the def2-TZVPD basis set).

Kohn-Sham gap (alpha / beta) (Ha): 0.2049 / 0.1860
<S²>: 0.76
Strongest force on any atom (eV/Å): 2.7
Total energy (Eh): -5113.5420
Net charge: -1
E_LUMO (alpha / beta) (eV): 2.37 / 2.37
Multiplicity: 2
M (g/mol): 772.133

Geometry as XYZ:
```
85
C29H39ClFeN5O6PS3 | the Open Molecules 2025 dataset | ωB97M-V with the def2-TZVPD basis set
Fe -0.349 0.010 -0.059
Cl -0.325 -1.233 -7.722
S -3.743 2.454 -2.248
S -1.258 -2.434 0.920
S 1.401 -1.136 -4.475
P 0.694 2.619 -0.072
O 0.480 3.742 -1.251
O -0.564 2.809 0.923
O -4.133 -1.833 -3.295
O -1.566 1.476 -1.217
O 1.683 3.586 0.850
O -2.199 -1.016 -1.527
N -0.353 -4.170 -0.936
N 1.585 0.678 2.039
N 1.147 -2.609 -0.318
N 0.817 -0.223 -2.178
N 1.309 -1.434 0.298
C 0.340 -0.943 -3.138
C 4.085 1.423 2.964
C -2.764 -2.779 -4.934
C 2.500 -1.107 0.642
C -2.894 -0.368 -4.771
C 3.946 0.447 1.985
C 0.407 3.371 -2.641
C 1.731 1.593 2.990
C 2.575 -0.182 -3.671
C -1.296 4.035 1.073
C 2.676 0.060 1.555
C 3.657 -1.990 0.270
C -1.251 -6.083 0.379
C 2.088 0.215 -2.471
C -3.190 -4.131 -4.427
C -1.474 -1.375 -6.411
C -0.105 -3.063 -0.172
C 2.956 1.994 3.507
C 3.301 5.338 0.756
C -1.019 4.641 2.435
C 0.000 4.597 -3.421
C -4.337 -0.738 -2.401
C -3.267 -1.627 -4.322
C -1.985 -0.240 -5.817
C -1.865 -2.636 -5.980
C -1.477 -5.071 -0.742
C -3.016 -0.233 -1.846
C -2.679 1.263 -1.692
C 2.968 3.923 0.340
H 3.708 3.222 0.738
H -3.300 0.531 -4.308
H -0.644 -1.409 -3.121
H -2.125 -6.732 0.498
H -1.454 -3.518 -6.462
H 3.284 5.418 1.847
H -1.612 5.552 2.570
H -0.321 2.575 -2.779
H -2.341 -4.456 -0.509
H -1.014 4.895 -3.145
H 3.723 -2.848 0.949
H 4.826 -0.020 1.563
H -1.679 0.743 -6.152
H -1.655 -5.587 -1.687
H 4.293 5.625 0.394
H -1.082 -5.547 1.315
H 2.616 0.821 -1.742
H -2.348 3.779 0.961
H 3.012 2.743 4.288
H -1.277 3.932 3.228
H 0.684 5.427 -3.222
H 4.612 -1.462 0.287
H -4.900 0.064 -2.860
H 0.042 4.890 2.525
H 0.021 4.372 -4.491
H 1.382 3.007 -2.974
H 2.558 6.026 0.347
H 2.983 3.848 -0.754
H -4.911 -1.144 -1.572
H -3.030 -4.193 -3.349
H -0.379 -6.709 0.168
H -4.258 -4.293 -4.601
H 3.484 -2.388 -0.730
H -2.629 -4.926 -4.921
H 0.809 2.039 3.354
H -1.032 4.726 0.275
H 5.071 1.724 3.298
H 0.475 -4.543 -1.374
H 3.535 0.035 -4.120
```

***

[5]
Entry from the Open Molecules 2025 dataset: a structure of composition C2H8OP2S in a non-equilibrium geometry (ωB97M-V with the def2-TZVPD basis set).

Kohn-Sham gap (Ha): 0.3370
Strongest force on any atom (eV/Å): 3.7
Total energy (Eh): -1237.0729
E_LUMO (eV): 0.01
M (g/mol): 142.100

Geometry as XYZ:
```
14
C2H8OP2S | the Open Molecules 2025 dataset | ωB97M-V with the def2-TZVPD basis set
S 1.193 -1.402 -0.957
P 0.219 -0.560 0.867
P 1.842 0.459 -0.160
O 3.133 0.384 0.446
C -1.707 1.056 -0.868
C -1.496 -0.211 -0.078
H 1.872 -1.851 2.116
H -2.270 -0.351 0.766
H -2.177 1.742 -0.199
H -2.355 0.787 -1.650
H -1.638 -1.060 -0.757
H 1.801 1.584 -0.861
H -0.847 1.604 -1.255
H 2.429 -2.182 2.589
```

***

[6]
Entry from the Open Molecules 2025 dataset: a cluster of 2 separate species, C13H23N4O6P2S in total in a non-equilibrium geometry (ωB97M-V with the def2-TZVPD basis set).

Kohn-Sham gap (Ha): 0.3003
Strongest force on any atom (eV/Å): 6.0
Total energy (Eh): -2260.0355
Net charge: +1
E_LUMO (eV): -4.07
M (g/mol): 425.364

Geometry as XYZ:
```
49
C13H23N4O6P2S | the Open Molecules 2025 dataset | ωB97M-V with the def2-TZVPD basis set
S 1.153 3.641 1.311
P 1.511 0.702 3.121
P 1.494 1.947 0.460
O 0.062 -2.942 -1.324
O 1.672 -0.747 3.890
O 3.747 1.286 1.641
O 1.823 1.938 4.109
O -1.650 1.270 -0.795
O -3.123 0.954 0.745
N 4.821 0.636 3.721
N 0.026 0.802 2.693
N 2.437 0.764 1.564
N -2.808 1.234 -0.391
C -0.543 -1.663 -1.121
C 2.384 -0.618 0.935
C 2.785 -2.060 -1.207
C -3.876 1.542 -1.345
C -6.205 1.801 -1.825
C -4.567 2.097 -3.567
C 3.172 -0.745 -0.405
C -5.194 1.529 -0.916
C 0.763 -3.340 -0.157
C 2.316 -3.248 -0.311
C 4.404 0.744 2.683
C -5.892 2.080 -3.149
C -3.551 1.830 -2.663
H 0.497 -4.410 0.014
H 2.653 -4.196 -0.784
H -1.145 -1.654 -0.183
H -2.522 1.845 -2.997
H 1.319 -0.916 0.840
H 2.611 -1.015 3.952
H -0.480 -0.041 2.971
H -5.446 1.310 0.113
H 2.851 -1.344 1.637
H -7.238 1.791 -1.503
H 2.650 2.416 3.899
H -1.215 -1.424 -1.969
H 2.067 -1.803 -2.009
H -6.684 2.285 -3.859
H 3.716 -2.379 -1.719
H 0.411 -2.815 0.766
H 0.275 -0.900 -1.077
H 2.806 -3.246 0.690
H -4.327 2.317 -4.600
H 4.262 -0.808 -0.207
H 2.426 2.195 -0.589
H 0.326 1.258 0.027
H 3.026 0.098 -1.108
```

***

Question: Which of these has the highest M?
Answer: C40H33Ge2I2N3O8Pt

***

Question: Among the records above, which one has the lowest M?
Answer: C5H6O

***

Question: M of number 1 (C5H6O)?
Answer: 82.102 g/mol

***

Question: Which value of strongest force on any atom does entry 2 give?
Answer: 0.9 eV/Å